Density functional theory data (ωB97M-V/def2-TZVPD) for C51H59As2ClMoN2OPS as an isolated structure.

Summary:
Multiplicity: 3
Total charge: +3
LUMO level (alpha / beta): -0.328 / -0.425 hartree

Each line ends with the Löwdin spin population.
CARTESIAN COORDINATES (ANGSTROEM)
Mo -21.01352 7.11551 4.64200  0.9216
As -18.72092 8.25184 4.17365  -0.0003
As -19.88954 4.97651 6.51714  0.0264
Cl -19.63895 4.13120 2.54843  0.0361
S -24.49376 4.17726 4.18805  0.0002
P -22.02965 8.02142 6.94468  -0.0047
O -23.71079 3.57070 5.31311  -0.0002
N -22.57263 8.21896 4.21453  0.0292
N -22.41638 9.54001 6.13990  0.0010
C -21.08057 8.62490 8.34929  -0.0011
C -17.76396 6.63956 7.53260  -0.0003
C -23.32852 10.50162 4.05812  0.0010
C -17.22512 6.96814 3.67572  0.0107
C -23.28204 1.98377 2.71826  0.0001
C -19.04295 9.26113 2.54483  -0.0105
C -17.70274 5.71706 10.14022  0.0011
C -18.12381 9.74473 5.30242  -0.0039
C -16.81931 7.14027 8.41179  0.0016
C -17.16911 7.04207 1.15641  0.0012
C -24.44228 6.64666 7.50712  0.0004
C -21.07694 7.87430 9.52558  -0.0009
C -27.35199 6.37348 4.30494  0.0000
C -20.73843 1.80165 9.22066  0.0055
C -20.99500 5.39921 3.25891  -0.0034
C -22.13758 3.87171 8.04112  0.0002
C -15.19803 7.75307 2.35972  0.0013
C -24.21353 3.19939 2.64158  0.0001
C -26.25594 7.59270 8.76620  0.0000
C -23.65293 7.76787 7.76523  0.0010
C -17.15138 1.55114 4.66684  0.1975
C -22.08349 1.94404 9.46356  0.0114
C -20.35067 9.82691 8.34355  -0.0010
C -16.55673 2.77037 5.04500  0.1432
C -14.49347 7.79123 1.16382  -0.0001
C -23.22137 7.92359 3.03980  0.0139
C -22.78209 9.44926 4.80859  0.0189
C -20.79839 3.72390 7.75787  0.0315
C -19.27937 2.34183 5.45520  0.1857
C -20.08549 2.70152 8.34896  0.0342
C -24.20857 8.78306 8.54108  0.0001
C -27.16325 4.97946 3.68790  0.0000
C -26.31390 3.95319 4.45310  0.0000
C -22.79139 3.03205 8.92954  0.0237
C -19.67269 9.49401 10.64212  -0.0012
C -19.66032 10.26123 9.45715  0.0001
C -18.70207 5.68428 7.92717  0.0188
C -25.69387 6.51152 8.06702  0.0000
C -17.33805 3.72934 5.67537  0.0115
C -18.72528 3.55759 5.83326  0.2492
C -23.68071 10.26147 2.73463  0.0103
C -16.79363 6.67286 9.71329  -0.0006
C -25.51249 8.71914 9.02101  0.0000
C -23.65115 8.93507 2.22858  0.0053
C -20.39526 8.30505 10.65535  0.0000
C -16.51940 7.29314 2.38821  0.0009
C -16.47798 7.12234 -0.03756  -0.0002
C -15.11669 7.45696 -0.03990  0.0014
C -18.50064 1.34983 4.87478  0.0031
C -18.66054 5.23682 9.25726  0.0027
C -23.55065 0.93505 3.80697  0.0000
H -23.33360 1.50178 1.72610  0.0000
H -22.54978 1.19836 10.09182  0.0002
H -23.37396 6.90164 2.74881  0.0019
H -24.56679 0.55641 3.79946  0.0000
H -17.14116 10.05085 4.93257  -0.0007
H -21.64579 6.94441 9.57102  -0.0001
H -18.21510 9.90098 2.25642  -0.0016
H -19.27850 8.60816 1.69867  0.0001
H -26.74373 7.13124 3.84074  0.0000
H -14.53896 7.51002 -0.93791  0.0001
H -16.91211 4.61267 6.14283  -0.0026
H -27.08006 6.37021 5.36951  0.0000
H -19.00985 2.59849 8.23185  0.0027
H -25.21446 2.93607 2.29813  0.0000
H -23.40347 1.41993 4.80600  0.0000
H -18.05045 9.48674 6.35461  0.0001
H -19.08854 11.19113 9.40801  0.0000
H -18.85541 10.57989 5.14017  -0.0002
H -23.96014 11.05657 2.07722  0.0005
H -22.25605 2.31192 2.75877  0.0000
H -21.27215 5.68677 2.23906  0.0065
H -24.09202 5.81357 6.88275  0.0002
H -18.22385 6.75668 1.12107  0.0001
H -22.61621 10.43979 6.59755  -0.0001
H -26.58435 2.93344 4.13254  0.0000
H -16.20146 7.96789 8.13581  0.0002
H -24.04355 8.72925 1.24841  0.0002
H -23.41740 11.50502 4.47226  0.0000
H -19.38903 4.52358 9.59049  0.0003
H -23.84721 3.18069 9.14078  0.0011
H -16.97706 6.88135 -0.95145  0.0000
H -23.59268 9.64227 8.79260  0.0000
H -14.69335 8.05403 3.26734  0.0000
H -19.18126 9.87080 11.54846  -0.0001
H -28.12931 4.55035 3.51050  0.0000
H -17.76423 7.00098 6.49450  -0.0003
H -23.79964 3.93827 1.91743  0.0000
H -16.02689 7.03913 10.41014  -0.0001
H -20.15120 1.05196 9.71800  0.0001
H -20.31978 10.41234 7.43483  0.0002
H -27.22600 7.48304 9.19909  0.0000
H -15.51354 2.97788 4.85703  0.0047
H -26.76295 5.13447 2.68433  0.0000
H -16.54913 0.84817 4.15916  0.0087
H -25.93321 9.54526 9.60343  0.0000
H -17.77861 6.04525 3.55289  0.0001
H -22.72767 4.60869 7.47680  -0.0004
H -20.43501 7.68692 11.52875  0.0000
H -22.86726 0.10189 3.68370  0.0000
H -26.27306 5.59184 7.93467  0.0000
H -26.50993 4.04408 5.54685  0.0000
H -20.33160 2.17975 5.61217  0.0025
H -16.55324 6.91858 4.53873  0.0005
H -13.43225 8.01564 1.13019  0.0000
H -21.71445 4.63178 3.55524  0.0039
H -19.91252 9.90230 2.78142  0.0003
H -28.40000 6.74235 4.31052  0.0000
H -17.68429 5.32419 11.13760  0.0003
H -18.97163 0.41084 4.60168  -0.0029